(1)
The following is a quantum chemistry calculation of the molecule C4H9NO2, from the Open Molecules 2025 dataset.

E_tot: -9875.8344 eV
energy relative to the best compared isomer or geometry (same formula, charge and spin): 97.5 kcal per mole
HOMO: -0.32477 Eh
charge: 0
SMILES string: C/N=C\OCCO

Each line ends with the Mulliken charge.
Positions of all 16 atoms, in Å:
C  0.915  0.236  -1.736  -0.7509
N  -0.363  -0.384  -1.753  -0.3996
C  -0.962  -1.115  -0.899  0.0443
O  -0.746  -1.347  0.436  -0.3827
C  0.243  -0.583  1.186  -0.2616
C  -0.345  0.718  1.709  -0.4551
O  -0.649  1.638  0.684  -0.5205
H  1.096  0.563  -2.761  0.2589
H  0.922  1.081  -1.055  0.2936
H  1.696  -0.489  -1.465  0.3169
H  -1.255  -1.686  -1.806  0.3917
H  0.531  -1.219  2.033  0.3382
H  1.135  -0.390  0.587  0.1776
H  -1.231  0.492  2.321  0.2957
H  0.388  1.215  2.358  0.3271
H  -1.375  1.271  0.160  0.3266



(2)
The following is a quantum chemistry calculation of the molecule C4H9NO2, from the Open Molecules 2025 dataset.

E_tot: -9876.8556 eV
energy relative to the best compared isomer or geometry (same formula, charge and spin): 73.9 kcal per mole
HOMO: -0.32231 Eh
charge: 0
SMILES string: O[C@H]1COCCN1

Each line ends with the Mulliken charge.
Positions of all 16 atoms, in Å:
O  -2.058  -0.109  -0.439  -0.5359
C  -1.200  0.471  0.497  -0.0021
C  -0.226  -0.918  1.022  -0.7774
O  1.101  -0.504  0.857  -0.3654
C  1.403  -0.254  -0.508  -0.3053
C  0.495  0.851  -1.105  -0.5707
N  -0.346  1.439  -0.073  -0.4217
H  -1.635  -0.944  -0.182  0.3949
H  -1.739  0.920  1.345  0.4142
H  -0.293  -1.967  0.561  0.3741
H  -0.406  -1.115  2.083  0.2953
H  1.329  -1.185  -1.095  0.2924
H  2.448  0.062  -0.508  0.2926
H  -0.186  0.452  -1.864  0.2860
H  1.085  1.640  -1.578  0.3721
H  0.187  1.885  0.665  0.2567



(3)
The following is a quantum chemistry calculation of the molecule C4H9NO2, from the Open Molecules 2025 dataset.

E_tot: -9870.2857 eV
energy relative to the best compared isomer or geometry (same formula, charge and spin): 73.4 kcal per mole
HOMO (spin up / spin down): -0.20466 / -0.37005 Eh
multiplicity: 3
charge: 0
expectation value of S²: 2.02

Each line ends with the Löwdin spin population.
Positions of all 16 atoms, in Å:
C  -0.577  0.864  -0.891  0.7370
C  -0.577  0.027  0.363  0.6218
C  0.220  0.588  -2.067  0.1377
C  -1.189  0.465  1.665  0.0806
N  -0.004  -1.316  0.277  0.1083
O  2.096  -1.027  1.419  0.1551
O  0.779  -1.773  1.182  0.0169
H  -1.094  1.920  -0.807  0.0278
H  0.342  1.433  -2.653  0.0020
H  -0.170  -0.028  -2.810  0.0324
H  1.311  0.291  -1.849  0.0259
H  -0.553  0.215  2.495  0.0113
H  -2.248  0.012  1.790  0.0358
H  -1.237  1.506  1.488  0.0010
H  0.192  -1.507  -0.665  0.0007
H  2.706  -1.670  1.064  0.0056



(4)
The following is a quantum chemistry calculation of the ion C4H9NO2 with charge +1, from the Open Molecules 2025 dataset.

E_tot: -9869.0390 eV
energy relative to the best compared isomer or geometry (same formula, charge and spin): 49.9 kcal per mole
HOMO (spin up / spin down): -0.54760 / -0.53545 Eh
multiplicity: 2
charge: +1
expectation value of S²: 0.76

Each line ends with the Löwdin spin population.
Positions of all 16 atoms, in Å:
C  1.494  0.454  0.092  0.0839
O  2.528  -0.353  0.537  0.0243
C  0.230  -0.391  -0.268  0.0810
C  -0.820  0.509  -0.864  0.0124
C  -2.237  -0.028  -0.630  0.0166
O  -2.483  -1.191  -0.548  0.0751
N  -0.223  -1.077  0.935  0.6204
H  1.728  0.952  -0.845  0.0145
H  1.254  1.241  0.816  -0.0006
H  2.940  0.062  1.303  0.0012
H  0.559  -1.255  -0.863  0.0238
H  -0.570  0.700  -1.906  0.0008
H  -0.916  1.503  -0.434  0.0023
H  -3.008  0.717  -0.392  0.0081
H  0.505  -1.232  1.632  0.0200
H  -0.982  -0.609  1.435  0.0161



(5)
The following is a quantum chemistry calculation of a cluster of 2 separate species, C4H9NO2 in total, from the Open Molecules 2025 dataset.

E_tot: -9869.9360 eV
energy relative to the best compared isomer or geometry (same formula, charge and spin): 29.2 kcal per mole
HOMO (spin up / spin down): -0.53227 / -0.53219 Eh
multiplicity: 2
charge: +1
expectation value of S²: 0.78

Each line ends with the Löwdin spin population.
Positions of all 16 atoms, in Å:
O  -0.175  0.661  -1.997  0.0001
C  -1.172  1.362  -1.922  0.0000
O  -1.680  1.838  -0.715  0.0001
H  -1.730  1.734  -2.806  0.0000
H  -2.523  2.261  -0.936  0.0000
C  0.914  0.680  2.053  0.4061
C  0.484  -0.335  1.235  0.0910
N  0.622  -1.745  1.363  0.3986
C  1.089  -2.409  0.128  0.0374
H  1.298  0.553  3.079  0.0155
H  0.749  1.705  1.798  0.0212
H  -0.084  -0.125  0.335  -0.0007
H  1.198  -2.092  2.136  0.0060
H  1.113  -3.486  0.306  0.0003
H  0.479  -2.055  -0.710  0.0037
H  2.106  -2.065  -0.012  0.0206



(6)
The following is a quantum chemistry calculation of the ion C4H9NO2P with charge -1, from the Open Molecules 2025 dataset.

E_tot: -19168.7184 eV
energy relative to the best compared isomer or geometry (same formula, charge and spin): 42.9 kcal per mole
HOMO: -0.17829 Eh
charge: -1
SMILES string: CC/N=C\C[P@H](=O)[O-]

Each line ends with the Mulliken charge.
Positions of all 17 atoms, in Å:
C  2.251  1.315  -1.383  -1.2490
C  0.873  0.557  -1.505  -0.2735
N  1.074  -0.746  -0.806  -0.5861
C  0.302  -1.077  0.110  0.1185
C  -1.019  -0.399  0.631  -0.9759
P  -2.227  -0.769  2.198  0.6142
O  -3.606  -0.570  1.709  -0.7039
O  -1.713  0.050  3.347  -0.7072
H  3.034  0.520  -1.308  0.2954
H  2.217  1.768  -2.248  0.3928
H  2.195  1.878  -0.531  0.3341
H  0.001  1.063  -1.070  0.2811
H  0.491  0.320  -2.438  0.3992
H  0.716  -1.988  0.467  0.4275
H  -0.757  0.580  0.854  0.3388
H  -1.758  -0.306  -0.235  0.3105
H  -2.071  -2.195  2.207  -0.0163



(7)
The following is a quantum chemistry calculation of a cluster of 2 separate species, C4H9NO2P in total, from the Open Molecules 2025 dataset.

E_tot: -19168.7963 eV
energy relative to the best compared isomer or geometry (same formula, charge and spin): 41.2 kcal per mole
HOMO: -0.16637 Eh
charge: -1

Each line ends with the Mulliken charge.
Positions of all 17 atoms, in Å:
C  0.783  3.952  -1.475  -0.3878
C  1.074  2.730  -1.823  -0.2613
C  0.325  -3.323  -0.413  -1.0656
C  0.492  -1.830  -0.167  -0.0996
N  1.298  -1.353  0.921  -0.5696
O  2.516  0.386  -0.660  -0.6338
O  2.986  0.586  1.841  -0.6991
P  2.135  -0.033  0.695  0.6955
H  0.435  4.216  -0.394  0.1715
H  0.780  4.813  -2.097  0.2747
H  1.282  2.376  -2.863  0.2233
H  1.208  1.920  -1.015  -0.0423
H  -0.516  -3.490  -1.197  0.2594
H  1.170  -3.753  -0.918  0.2846
H  0.040  -3.891  0.424  0.3352
H  0.904  -1.370  -1.134  0.2922
H  -0.406  -1.365  0.038  0.2227



(8)
The following is a quantum chemistry calculation of the molecule C4H9NO2S, from the Open Molecules 2025 dataset.

E_tot: -20713.9898 eV
energy relative to the best compared isomer or geometry (same formula, charge and spin): 24.1 kcal per mole
HOMO: -0.33439 Eh
charge: 0
SMILES string: O=CN[C@H](CO)CS

Each line ends with the Mulliken charge.
Positions of all 17 atoms, in Å:
O  0.454  2.771  -0.876  -0.5416
C  0.195  1.908  -1.681  0.0021
N  0.100  0.585  -1.367  -0.1855
C  -0.061  0.179  0.056  0.3281
C  1.130  -0.737  0.402  -0.8359
O  1.324  -0.877  1.828  -0.4870
C  -1.385  -0.577  0.174  -1.0264
S  -1.869  -1.052  1.842  -0.2030
H  0.028  2.113  -2.751  0.3377
H  -0.239  -0.117  -2.005  0.2543
H  0.016  1.082  0.641  0.4867
H  2.094  -0.428  -0.011  0.3961
H  0.939  -1.738  0.030  0.2562
H  1.732  -0.061  2.147  0.3058
H  -2.179  0.145  -0.045  0.3351
H  -1.419  -1.333  -0.561  0.4636
H  -0.860  -1.863  2.175  0.1138